{
  "formula": "C44H80Cl2F4NO11",
  "method": "ωB97M-V with the def2-TZVPD basis set",
  "symbols": ["C", "C", "Cl", "C", "Cl", "C", "C", "F", "F", "C", "F", "F", "C", "C", "C", "C", "N", "O", "C", "C", "C", "C", "H", "H", "H", "H", "H", "H", "H", "H", "H", "H", "H", "H", "H", "H", "H", "H", "H", "H", "H", "H", "C", "C", "O", "C", "H", "H", "H", "H", "H", "H", "C", "C", "O", "C", "H", "H", "H", "H", "H", "H", "C", "C", "O", "C", "H", "H", "H", "H", "H", "H", "C", "C", "O", "C", "H", "H", "H", "H", "H", "H", "C", "C", "O", "C", "H", "H", "H", "H", "H", "H", "C", "C", "O", "C", "H", "H", "H", "H", "H", "H", "C", "C", "O", "C", "H", "H", "H", "H", "H", "H", "C", "C", "O", "C", "H", "H", "H", "H", "H", "H", "C", "C", "O", "C", "H", "H", "H", "H", "H", "H", "C", "C", "O", "C", "H", "H", "H", "H", "H", "H"],
  "xyz": [[1.5657, 1.4897, -5.5877], [0.6663, 1.8662, -4.4464], [-0.7748, 2.6766, -4.9863], [0.8883, 1.6911, -3.1318], [-0.3245, 2.3345, -2.0402], [2.1398, 1.0271, -2.4806], [3.2221, 2.1108, -2.4640], [3.7045, 2.3134, -3.7319], [4.2910, 1.7447, -1.7194], [2.7598, 3.5116, -1.9570], [3.8456, 4.1631, -1.4455], [2.3265, 4.2210, -3.0225], [1.7224, 0.6385, -1.0234], [2.5809, -0.3860, -0.2641], [3.7945, 0.1997, 0.4924], [1.6645, -0.8863, 0.8716], [2.9445, -1.5753, -1.0906], [2.0271, -2.4754, -1.0826], [3.4415, -1.2855, -2.4703], [3.3178, -2.5892, -3.2893], [4.9514, -0.9360, -2.4739], [2.5566, -0.2654, -3.2067], [1.8417, 0.4406, -5.6059], [1.0089, 1.6430, -6.5096], [2.4382, 2.1283, -5.6787], [2.0169, 3.4776, -1.1645], [1.6462, 1.5185, -0.3949], [0.7473, 0.1711, -1.1297], [3.5257, 1.1721, 0.9002], [3.9900, -0.4506, 1.3437], [4.6928, 0.2651, -0.1042], [0.6432, -1.0465, 0.5450], [1.6350, -0.0784, 1.6072], [2.0910, -1.7453, 1.3793], [3.7278, -3.4312, -2.7411], [3.9346, -2.4582, -4.1809], [2.3066, -2.7744, -3.6346], [5.5164, -1.7082, -2.9891], [5.3585, -0.8610, -1.4721], [5.1346, -0.0105, -3.0112], [1.6438, -0.7601, -3.5342], [3.1074, 0.0059, -4.1048], [0.5268, 2.6546, 3.9479], [-0.5346, 1.6131, 3.7000], [-0.2723, 0.4329, 3.6589], [-1.9462, 2.1110, 3.4936], [1.4900, 2.1689, 4.0733], [0.5847, 3.3452, 3.1048], [0.2962, 3.2227, 4.8499], [-1.9818, 2.7782, 2.6308], [-2.2825, 2.6574, 4.3766], [-2.6079, 1.2651, 3.3198], [-3.2058, -3.8319, 0.3964], [-1.9235, -3.0423, 0.3978], [-1.9001, -1.8560, 0.1510], [-0.6634, -3.8048, 0.7250], [-4.0361, -3.1736, 0.1449], [-3.1508, -4.6360, -0.3387], [-3.3717, -4.2668, 1.3809], [-0.5112, -4.5995, -0.0071], [-0.7415, -4.2426, 1.7218], [0.1855, -3.1301, 0.6912], [5.2986, 4.5980, 3.8516], [4.0453, 4.7220, 4.6845], [2.9720, 4.3572, 4.2690], [4.1988, 5.3239, 6.0612], [5.0526, 4.1536, 2.8901], [5.7388, 5.5829, 3.6885], [6.0272, 3.9667, 4.3628], [4.5960, 6.3372, 5.9847], [4.8841, 4.7210, 6.6589], [3.2296, 5.3563, 6.5531], [-4.7105, -8.2528, 2.5758], [-3.4285, -7.4613, 2.5574], [-3.4274, -6.2766, 2.2970], [-2.1473, -8.1896, 2.8780], [-5.5438, -7.6038, 2.3316], [-4.6611, -9.0667, 1.8497], [-4.8755, -8.6726, 3.5692], [-1.9842, -8.9971, 2.1635], [-2.2045, -8.6128, 3.8826], [-1.3131, -7.5035, 2.8265], [-6.7777, -4.6996, 3.5663], [-7.8431, -5.7387, 3.3199], [-7.5693, -6.9160, 3.2612], [-9.2567, -5.2425, 3.1468], [-5.8083, -5.1844, 3.6637], [-6.7394, -3.9990, 2.7296], [-7.0057, -4.1495, 4.4798], [-9.3102, -4.5689, 2.2899], [-9.5757, -4.7102, 4.0423], [-9.9171, -6.0894, 2.9712], [-8.8981, -1.3542, 3.4265], [-8.8074, -1.6273, 4.9074], [-8.9574, -2.7355, 5.3688], [-8.5161, -0.4423, 5.7946], [-9.1111, -2.2768, 2.8947], [-9.6951, -0.6359, 3.2286], [-7.9546, -0.9421, 3.0653], [-9.2994, 0.3091, 5.6840], [-7.5588, 0.0035, 5.5199], [-8.4750, -0.7660, 6.8317], [4.7615, 4.2803, -8.5030], [3.5518, 3.4101, -8.7370], [3.2957, 2.4695, -8.0198], [2.6725, 3.7718, -9.9081], [5.3072, 3.9188, -7.6341], [5.4164, 4.2517, -9.3752], [4.4509, 5.3129, -8.3306], [3.2462, 3.7250, -10.8349], [2.2856, 4.7847, -9.7843], [1.8401, 3.0745, -9.9674], [0.2852, 6.2652, -0.8572], [-0.4599, 5.9981, 0.4278], [-0.0539, 5.1984, 1.2377], [-1.7376, 6.7708, 0.6498], [1.1783, 5.6476, -0.8889], [-0.3470, 6.0187, -1.7122], [0.5805, 7.3140, -0.9179], [-2.4489, 6.5538, -0.1487], [-1.5309, 7.8421, 0.6565], [-2.1734, 6.4851, 1.6043], [1.0599, 7.7290, -6.0622], [2.3227, 7.1155, -6.6178], [2.7702, 7.4478, -7.6910], [2.9948, 6.0649, -5.7718], [0.6743, 8.4655, -6.7632], [0.3075, 6.9545, -5.9040], [1.2698, 8.2163, -5.1087], [2.3155, 5.2268, -5.6048], [3.2825, 6.4828, -4.8061], [3.8854, 5.7053, -6.2815], [3.1203, -8.0434, 3.7556], [1.6234, -8.1252, 3.9300], [0.8900, -8.3684, 3.0010], [1.0876, -7.8854, 5.3215], [3.3753, -8.2325, 2.7158], [3.4760, -7.0510, 4.0368], [3.6114, -8.7859, 4.3866], [1.3663, -6.8871, 5.6620], [1.5003, -8.6219, 6.0126], [0.0037, -7.9695, 5.3162]],
  "lowdin_charge": [-0.11, -0.69, 0.67, -0.57, 0.73, -0.28, -0.39, 0.10, 0.11, -0.29, 0.08, 0.08, -0.09, -0.44, -0.02, -0.04, -0.09, -0.01, -0.43, -0.04, 0.00, -0.06, 0.08, 0.06, 0.07, 0.13, 0.11, 0.11, 0.09, 0.09, 0.05, 0.06, 0.08, 0.10, 0.09, 0.09, 0.08, 0.08, 0.07, 0.08, 0.14, 0.12, -0.04, -0.50, 0.06, -0.02, 0.07, 0.07, 0.09, 0.08, 0.08, 0.08, -0.03, -0.49, 0.06, -0.01, 0.08, 0.09, 0.05, 0.09, 0.09, 0.04, -0.02, -0.49, 0.07, -0.02, 0.08, 0.08, 0.08, 0.08, 0.08, 0.08, -0.02, -0.48, 0.05, -0.03, 0.05, 0.09, 0.09, 0.09, 0.09, 0.06, -0.01, -0.48, 0.06, -0.02, 0.07, 0.09, 0.07, 0.08, 0.07, 0.08, -0.01, -0.49, 0.06, -0.02, 0.06, 0.09, 0.09, 0.09, 0.09, 0.08, -0.02, -0.49, 0.06, -0.02, 0.08, 0.09, 0.06, 0.09, 0.08, 0.08, -0.01, -0.50, 0.07, -0.02, 0.06, 0.09, 0.09, 0.09, 0.08, 0.08, -0.02, -0.50, 0.06, -0.01, 0.08, 0.08, 0.08, 0.08, 0.09, 0.06, -0.02, -0.49, 0.06, -0.02, 0.08, 0.09, 0.08, 0.09, 0.09, 0.07],
  "mol_weight_g_mol": 946.018,
  "multiplicity": 2,
  "homo_lumo_gap_ha": [0.3200, 0.3390],
  "e_homo_ev": [-8.24, -8.76],
  "s2": 0.75
}